No. 1
The following is a DFT calculation (ωB97M-V/def2-TZVPD) of a 2-piece molecular cluster, C6H12O overall.

Geometry as XYZ:
```
19
Properties=species:S:1:pos:R:3:nbo_charge:R:1
C -2.45 0.37 -0.63 -0.616
C -1.85 0.72 0.73 -0.606
C 0.30 -1.43 0.85 -0.097
C 1.39 -0.52 0.87 -0.432
C 2.48 -0.97 -0.16 -0.353
C 1.84 0.33 -0.33 0.091
O 1.01 0.47 -1.43 -0.690
H -1.68 0.05 -1.34 0.201
H -3.17 -0.45 -0.54 0.212
H -2.98 1.23 -1.06 0.203
H -2.61 1.11 1.42 0.212
H -1.06 1.48 0.65 0.183
H -0.02 -1.52 -0.21 0.105
H -1.41 -0.17 1.21 0.226
H 1.81 -0.21 1.83 0.214
H 2.19 -1.76 -0.86 0.241
H 3.48 -1.05 0.24 0.236
H 2.42 1.22 -0.05 0.190
H 0.31 1.10 -1.20 0.479
```

Output
Energy above the lowest of the compared OMol25 structures with the same formula, charge and spin   115.5 kcal/mol
Frontier orbital gap   8.5612 eV
Charge   0
E   -310.87514 Eh

---

No. 2
The following is a DFT calculation (ωB97M-V/def2-TZVPD) of a 8-piece molecular cluster, C45H65BrF21N5O14 overall.

Geometry as XYZ:
```
151
Properties=species:S:1:pos:R:3:lowdin_charge:R:1
C 0.36 -2.36 2.20 -0.079
C -0.29 -1.12 1.56 -0.233
C 0.69 -0.18 0.86 -0.152
C 1.67 -0.79 -0.17 -0.291
C 3.10 -0.34 0.17 -0.027
C 1.30 -0.45 -1.65 -0.341
C 2.15 -1.27 -2.53 -0.195
N 2.86 -1.79 -3.26 0.225
C 1.47 1.05 -1.97 -0.103
C 2.85 1.49 -2.51 -0.172
C 3.43 2.77 -1.87 -0.172
C 4.82 2.54 -1.25 -0.214
N 5.79 1.94 -2.19 0.034
C 6.34 0.71 -1.77 -0.585
N 7.03 0.57 -0.70 0.121
N 6.15 -0.36 -2.62 0.138
C -0.19 -0.83 -1.93 -0.219
C -0.48 -0.67 -3.36 -0.217
N -0.75 -0.48 -4.45 0.195
C -0.63 -2.26 -1.52 -0.150
C -0.47 -3.37 -2.58 -0.272
C -0.25 -4.71 -1.85 -0.588
Br 1.66 -5.01 -1.55 0.634
H 0.54 -2.14 3.25 0.052
H -0.34 -3.20 2.19 0.077
H 1.32 -2.63 1.77 0.067
H -1.13 -1.40 0.92 0.086
H -0.74 -0.54 2.37 0.099
H 1.30 0.26 1.65 0.117
H 0.13 0.65 0.43 0.108
H 1.69 -1.88 -0.11 0.106
H 3.09 0.71 0.48 0.079
H 3.48 -0.93 1.01 0.096
H 3.81 -0.47 -0.65 0.067
H 1.25 1.62 -1.07 0.111
H 0.73 1.37 -2.71 0.113
H 3.59 0.71 -2.39 0.055
H 2.76 1.68 -3.58 0.119
H 3.51 3.57 -2.60 0.108
H 2.79 3.14 -1.07 0.108
H 5.20 3.52 -0.95 0.109
H 4.76 1.95 -0.34 0.094
H 5.40 1.82 -3.12 0.108
H 7.15 1.46 -0.24 0.042
H 6.43 -1.23 -2.18 0.060
H 5.21 -0.44 -3.00 0.054
H -0.82 -0.13 -1.40 0.135
H -1.69 -2.20 -1.29 0.121
H -0.14 -2.60 -0.61 0.080
H -1.39 -3.48 -3.15 0.110
H 0.39 -3.22 -3.23 0.080
H -0.63 -5.56 -2.40 0.054
H -0.69 -4.70 -0.85 0.050
C 9.85 -6.55 -2.14 -0.060
C 10.33 -5.56 -1.10 -0.195
O 9.43 -4.43 -1.01 0.034
C 8.35 -4.61 -0.26 -0.399
O 8.05 -5.60 0.34 0.170
C 7.53 -3.31 -0.22 -0.541
F 7.41 -2.78 -1.45 0.137
F 8.12 -2.42 0.57 0.175
F 6.30 -3.54 0.23 0.170
H 9.72 -6.05 -3.10 0.084
H 10.59 -7.35 -2.26 0.082
H 8.90 -6.99 -1.86 0.079
H 11.29 -5.13 -1.38 0.125
H 10.44 -6.02 -0.12 0.125
C -3.20 2.24 -1.99 -0.051
C -3.80 3.48 -1.37 -0.187
O -4.72 3.13 -0.31 0.040
C -4.16 2.86 0.86 -0.400
O -2.99 2.87 1.12 0.167
C -5.25 2.54 1.90 -0.545
F -6.18 1.72 1.39 0.167
F -5.86 3.67 2.28 0.169
F -4.73 1.96 2.97 0.166
H -3.99 1.56 -2.33 0.093
H -2.58 2.49 -2.83 0.057
H -2.60 1.70 -1.26 0.068
H -4.40 4.03 -2.10 0.118
H -3.03 4.15 -1.00 0.129
C -5.03 -0.38 6.12 -0.051
C -4.50 -1.79 6.17 -0.186
O -3.11 -1.84 5.79 0.038
C -2.24 -1.55 6.75 -0.403
O -2.48 -1.26 7.88 0.172
C -0.81 -1.69 6.20 -0.537
F -0.69 -1.12 5.00 0.154
F -0.47 -2.98 6.08 0.162
F 0.07 -1.12 7.02 0.166
H -4.86 0.06 5.13 0.073
H -6.10 -0.37 6.32 0.085
H -4.54 0.25 6.85 0.081
H -5.02 -2.42 5.44 0.118
H -4.64 -2.24 7.15 0.126
C -1.55 4.81 -8.69 -0.056
C -2.73 5.52 -8.07 -0.186
O -2.89 5.17 -6.68 0.040
C -2.12 5.82 -5.83 -0.401
O -1.32 6.68 -6.07 0.169
C -2.44 5.35 -4.39 -0.532
F -2.54 4.02 -4.31 0.151
F -3.60 5.88 -3.98 0.160
F -1.48 5.74 -3.55 0.163
H -1.64 3.73 -8.55 0.086
H -1.50 5.03 -9.76 0.085
H -0.62 5.13 -8.23 0.079
H -3.66 5.21 -8.55 0.126
H -2.65 6.60 -8.17 0.126
C -4.68 -5.33 -2.18 -0.056
C -5.76 -4.29 -2.00 -0.188
O -6.24 -4.27 -0.63 0.038
C -5.50 -3.57 0.21 -0.398
O -4.50 -2.97 -0.05 0.157
C -6.16 -3.59 1.61 -0.545
F -6.57 -4.82 1.94 0.170
F -7.23 -2.78 1.61 0.169
F -5.31 -3.16 2.54 0.168
H -5.03 -6.32 -1.87 0.086
H -4.37 -5.38 -3.23 0.085
H -3.80 -5.09 -1.58 0.068
H -6.63 -4.53 -2.61 0.127
H -5.42 -3.30 -2.28 0.124
C -2.07 8.69 -2.77 -0.056
C -1.55 9.77 -3.70 -0.181
O -2.60 10.68 -4.07 0.035
C -2.88 11.64 -3.20 -0.402
O -2.35 11.83 -2.15 0.172
C -3.98 12.55 -3.77 -0.546
F -4.97 11.83 -4.31 0.164
F -3.48 13.34 -4.73 0.165
F -4.50 13.32 -2.82 0.174
H -2.91 8.18 -3.22 0.070
H -1.28 7.97 -2.56 0.077
H -2.40 9.11 -1.82 0.083
H -1.20 9.33 -4.63 0.120
H -0.72 10.32 -3.25 0.127
C 0.55 -4.01 9.52 -0.052
C 1.65 -4.94 9.07 -0.189
O 1.75 -6.10 9.92 0.034
C 0.90 -7.08 9.66 -0.403
O 0.07 -7.11 8.80 0.170
C 1.16 -8.26 10.62 -0.547
F 1.32 -7.83 11.88 0.166
F 2.27 -8.92 10.25 0.165
F 0.14 -9.11 10.60 0.172
H 0.68 -3.74 10.57 0.086
H 0.54 -3.11 8.92 0.069
H -0.43 -4.49 9.43 0.081
H 2.62 -4.45 9.14 0.126
H 1.52 -5.25 8.03 0.125
```

Output
SMILES   [H]/N=C(/N)NCCCC[C@@](C#N)([C@@H](C)CCC)[C@@H](C#N)CCCBr.CCOC(=O)C(F)(F)F.CCOC(=O)C(F)(F)F.CCOC(=O)C(F)(F)F.CCOC(=O)C(F)(F)F.CCOC(=O)C(F)(F)F.CCOC(=O)C(F)(F)F.CCOC(=O)C(F)(F)F
Frontier orbital gap   9.0508 eV
Charge   0
E   -7752.17106 Eh

---

No. 3
The following is a DFT calculation (ωB97M-V/def2-TZVPD) of C2HO2Rh as an isolated structure.

Geometry as XYZ:
```
6
Properties=species:S:1:pos:R:3:nbo_charge:R:1
C -0.24 -1.03 -0.19 0.386
C 0.58 -0.64 -1.05 0.006
H 1.24 -0.78 -1.89 0.268
O 0.25 2.04 0.66 -0.347
Rh -0.94 1.01 1.66 1.243
O -0.89 -0.60 0.82 -0.556
```

Output
Multiplicity   6
⟨S²⟩   8.805
Energy above the lowest of the compared OMol25 structures with the same formula, charge and spin   16.9 kcal/mol
Frontier orbital gap (spin up / spin down)   9.1413 / 7.7081 eV
Charge   +1
E   -337.21731 Eh

---

No. 4
The following is a DFT calculation (ωB97M-V/def2-TZVPD) of C32H36IO3P3Re as an isolated structure.

Geometry as XYZ:
```
76
Properties=species:S:1:pos:R:3:mulliken_spin:R:1
Re 0.08 -0.17 -0.62 1.075
O 2.07 -1.19 -0.60 0.032
C 2.04 0.05 -0.73 -0.015
C 3.01 1.12 -0.69 -0.038
C 4.38 1.04 -0.97 -0.002
C 5.13 2.19 -0.87 -0.001
C 4.52 3.39 -0.49 0.001
C 3.16 3.46 -0.19 0.000
C 2.40 2.31 -0.31 0.006
P 0.64 2.08 0.11 -0.020
C -0.13 3.60 -0.48 0.006
C -0.96 4.38 0.32 -0.004
C -1.54 5.53 -0.20 0.001
C -1.29 5.91 -1.51 -0.002
C -0.44 5.15 -2.31 0.001
C 0.13 4.00 -1.80 -0.004
C 0.54 2.10 1.92 -0.010
C 1.64 2.37 2.73 -0.003
C 1.49 2.35 4.12 0.001
C 0.26 2.08 4.69 -0.001
C -0.84 1.81 3.88 0.004
C -0.70 1.81 2.50 -0.005
H 4.83 0.10 -1.27 0.000
H 6.19 2.17 -1.09 0.000
H 5.13 4.29 -0.42 0.000
H 2.71 4.39 0.11 0.000
H -1.14 4.10 1.35 -0.001
H -2.19 6.13 0.43 0.000
H -1.74 6.82 -1.90 0.000
H -0.23 5.46 -3.32 0.000
H 0.80 3.41 -2.43 -0.002
H 2.61 2.59 2.30 0.000
H 2.35 2.56 4.75 0.000
H 0.15 2.08 5.76 0.000
H -1.81 1.60 4.32 0.000
H -1.55 1.59 1.87 0.002
I -3.68 -6.56 4.09 0.001
C -2.81 -5.06 2.97 0.004
C -2.83 -5.14 1.58 -0.001
C -2.24 -4.14 0.83 0.004
C -1.63 -3.06 1.47 -0.031
C -1.61 -2.98 2.86 0.005
C -2.20 -3.99 3.61 -0.002
C -1.01 -2.02 0.67 0.091
O -0.57 -0.93 1.20 -0.006
O -0.86 -2.10 -0.61 0.034
H -3.32 -5.98 1.09 0.000
H -2.27 -4.18 -0.26 0.000
H -1.13 -2.14 3.34 0.001
H -2.18 -3.94 4.69 0.000
C -2.60 2.16 -1.98 -0.002
P -2.12 0.49 -1.50 -0.054
C -2.41 -0.49 -3.00 0.001
C -3.43 -0.04 -0.36 0.012
H -3.60 2.11 -2.40 -0.001
H -1.91 2.56 -2.72 -0.001
H -2.61 2.83 -1.12 -0.001
H -3.45 -0.40 -3.30 -0.001
H -2.17 -1.54 -2.80 -0.004
H -1.78 -0.12 -3.81 0.000
H -4.40 0.31 -0.73 0.001
H -3.26 0.37 0.63 -0.005
H -3.46 -1.12 -0.30 0.000
C 0.33 -5.12 -2.08 -0.002
P 1.52 -3.80 -1.74 -0.058
C 2.76 -3.83 -3.05 0.000
C 2.35 -4.22 -0.19 0.001
H 0.87 -6.05 -2.28 -0.002
H -0.28 -4.87 -2.95 -0.001
H -0.32 -5.25 -1.22 0.000
H 3.23 -4.82 -3.10 -0.002
H 3.53 -3.09 -2.86 0.000
H 2.30 -3.61 -4.02 -0.001
H 2.75 -5.24 -0.25 -0.002
H 1.64 -4.16 0.64 -0.001
H 3.16 -3.52 -0.01 0.001
```

Output
Multiplicity   2
⟨S²⟩   0.841
Energy above the lowest of the compared OMol25 structures with the same formula, charge and spin   28.3 kcal/mol
Frontier orbital gap (spin up / spin down)   3.8591 / 4.4062 eV
Charge   +2
E   -2866.22276 Eh

---

No. 5
The following is a DFT calculation (ωB97M-V/def2-TZVPD) of C19H7Cl4N2O8W as an isolated structure.

Geometry as XYZ:
```
41
Properties=species:S:1:pos:R:3:nbo_charge:R:1
W -0.47 -0.52 -0.01 2.373
O 3.19 -2.10 0.71 -0.442
C 2.32 -1.40 0.31 0.757
O 0.99 -1.58 0.58 -0.658
C 2.49 -0.20 -0.57 0.104
C 3.71 0.19 -1.06 -0.177
C 3.74 1.29 -1.91 -0.093
C 2.56 1.94 -2.23 -0.220
C 1.37 1.48 -1.70 0.084
N 1.34 0.43 -0.87 -0.518
H 4.59 -0.36 -0.78 0.274
H 4.68 1.63 -2.32 0.254
H 2.55 2.79 -2.90 0.259
H 0.42 1.96 -1.92 0.251
O -2.35 5.25 3.90 -0.477
C -1.68 4.28 3.87 0.785
O -0.81 3.61 4.61 -0.427
C -1.15 3.09 3.19 0.033
C -0.04 3.16 2.24 -0.192
C 0.22 2.16 1.39 -0.011
N -0.52 0.97 1.33 -0.604
C -1.56 0.88 2.28 0.017
C -1.87 1.82 3.18 -0.120
C -2.30 -0.40 2.22 0.766
O -3.14 -0.82 2.93 -0.431
O -1.83 -1.10 1.10 -0.627
H 0.58 4.04 2.23 0.251
H 1.05 2.24 0.71 0.210
H -2.67 1.63 3.89 0.271
Cl -3.10 -2.28 -6.01 0.109
C -2.58 -1.38 -4.65 -0.081
C -2.84 0.00 -4.57 -0.066
Cl -3.66 0.78 -5.84 0.112
C -2.43 0.75 -3.47 -0.092
Cl -2.70 2.43 -3.32 0.086
C -1.76 0.08 -2.46 0.204
O -1.35 0.64 -1.28 -0.645
C -1.50 -1.27 -2.54 0.247
O -0.81 -1.71 -1.45 -0.575
C -1.90 -2.04 -3.62 -0.097
Cl -1.54 -3.71 -3.65 0.110
```

Output
Frontier orbital gap   6.1249 eV
Charge   +1
E   -3347.37968 Eh

---

No. 6
The following is a DFT calculation (ωB97M-V/def2-TZVPD) of the molecule C3H3NO2.

Geometry as XYZ:
```
9
Properties=species:S:1:pos:R:3:nbo_charge:R:1
O 2.03 -0.18 -0.08 -0.660
C 0.69 -0.05 -0.05 0.361
C -0.02 1.09 -0.16 -0.045
O -1.35 0.75 -0.11 -0.397
C -1.34 -0.58 0.05 0.338
N -0.17 -1.12 0.09 -0.499
H 2.26 -0.97 0.42 0.492
H 0.22 2.14 -0.28 0.216
H -2.31 -1.07 0.12 0.194
```

Output
SMILES   Oc1cocn1
Energy above the lowest of the compared OMol25 structures with the same formula, charge and spin   27.3 kcal/mol
Frontier orbital gap   9.8950 eV
Charge   0
E   -321.33407 Eh